[1]
The following is a quantum chemistry calculation of 2 unconnected molecules or ions with the total composition C30H29F2N3O2S in a non-equilibrium geometry, from the OMol25 dataset.

Last column: Mulliken charge in e.
CARTESIAN COORDINATES (ANGSTROEM)
S1 -0.32 -5.73 -0.20  -0.06
F1 -1.05 -7.82 1.28  -0.21
F2 0.58 -8.15 -0.22  -0.25
O1 -1.02 -2.88 -0.20  -0.61
O2 -3.44 -6.82 -0.63  -0.65
N1 0.26 2.35 0.06  0.20
N2 -1.91 -5.03 -0.23  0.07
N3 2.45 2.30 0.06  0.33
C1 -3.41 2.57 -0.27  -0.78
C2 6.59 1.38 0.24  0.56
C3 4.67 2.69 1.03  0.57
C4 4.21 3.83 1.89  -1.86
C5 -0.67 0.22 1.89  -1.82
C6 -3.18 -5.64 -0.46  0.38
C7 -2.90 0.57 0.97  -1.64
C8 1.33 1.53 0.03  -0.97
C9 -1.76 4.00 -1.34  -2.32
C10 3.51 0.12 -1.55  -1.84
C11 -4.03 -2.09 -0.69  -0.35
C12 6.04 2.43 0.99  -0.83
C13 -1.98 -3.62 -0.26  0.25
C14 -2.05 2.81 -0.47  1.23
C15 3.81 1.89 0.23  0.24
C16 -5.41 -2.08 -0.98  -0.69
C17 4.35 0.87 -0.56  1.52
C18 -1.09 1.99 0.13  0.13
C19 -5.32 1.27 0.65  -1.41
C20 0.72 3.68 0.13  -0.90
C21 -5.50 -4.52 -0.83  -0.54
C22 -0.64 -7.52 0.00  0.35
C23 5.72 0.60 -0.52  -0.75
C24 2.04 3.63 -0.04  -0.74
C25 -3.43 -3.31 -0.43  0.44
C26 -6.14 -3.29 -1.04  -0.52
C27 -1.49 0.90 0.99  1.81
C28 -3.85 1.45 0.44  0.83
C29 8.07 1.23 0.22  -1.44
C30 -4.14 -4.50 -0.52  0.14
H1 -3.43 -1.17 -0.67  0.69
H2 0.06 4.51 0.29  0.71
H3 0.42 0.38 1.97  0.23
H4 4.22 -0.22 -2.33  0.45
H5 -3.18 -0.36 1.47  0.39
H6 -6.03 -5.48 -0.92  0.42
H7 -5.86 1.77 -0.17  0.36
H8 1.31 0.46 0.05  0.99
H9 8.41 0.19 0.35  0.37
H10 8.50 1.82 1.04  0.36
H11 -0.73 4.11 -1.64  0.56
H12 -2.37 3.92 -2.25  0.46
H13 -7.21 -3.24 -1.27  0.37
H14 3.27 3.63 2.41  0.38
H15 4.98 4.01 2.66  0.47
H16 -5.91 -1.14 -1.19  0.53
H17 -2.08 4.91 -0.81  0.37
H18 2.74 4.44 -0.11  0.61
H19 -5.60 0.22 0.67  0.30
H20 8.49 1.60 -0.72  0.28
H21 6.09 -0.23 -1.13  0.40
H22 3.04 -0.76 -1.09  0.35
H23 -1.19 -0.35 2.64  0.30
H24 -5.66 1.73 1.59  0.30
H25 -1.40 -7.86 -0.72  0.17
H26 4.14 4.77 1.32  0.33
H27 -4.13 3.25 -0.73  0.27
H28 6.72 3.07 1.56  0.32
H29 2.75 0.72 -2.06  0.38

The energy above the lowest of the compared OMol25 structures with the same formula, charge and spin comes out at 1.781 eV. As for the LUMO energy: -0.38 eV. The value obtained for the HOMO energy is -5.2 eV. As for the multiplicity: 1. As for the maximum force: 1.925 eV Å⁻¹. The net charge is 0.

=====

[2]
The following is a quantum chemistry calculation of a molecular structure, C30H29I2N4OSeTeTl, from the OMol25 dataset.

Last column: Mulliken charge in e.
CARTESIAN COORDINATES (ANGSTROEM)
Tl1 0.17 0.27 1.08  0.90
I1 2.85 2.33 -6.18  0.26
I2 4.53 -1.11 -1.60  0.13
Te1 -2.86 -2.01 0.11  0.30
Se1 0.40 -3.05 -1.06  0.17
O1 1.46 -0.64 -1.04  -0.65
N1 1.34 -5.29 0.48  0.21
N2 -0.89 1.41 -1.09  0.21
N3 0.44 2.85 0.96  -0.22
N4 2.22 -5.26 -1.49  0.23
C1 2.39 1.32 -4.46  -0.31
C2 -4.77 1.11 -2.28  -0.61
C3 -0.28 3.53 0.07  0.50
C4 -5.10 2.09 -1.35  -0.50
C5 1.05 1.32 -4.00  -0.15
C6 1.36 -4.61 -0.68  -0.24
C7 -6.77 -4.90 -0.05  -0.48
C8 -3.83 -0.24 -0.53  -0.23
C9 3.41 0.64 -3.77  -0.29
C10 -4.17 0.73 0.41  -0.22
C11 -6.50 -4.16 1.09  -0.58
C12 -4.80 1.90 -0.01  -0.66
C13 1.74 -0.03 -2.10  0.39
C14 -0.61 2.85 -1.24  -0.60
C15 -4.54 -3.26 0.04  0.20
C16 -5.92 -4.83 -1.15  -0.59
C17 -0.64 4.86 0.28  -0.83
C18 2.73 -6.35 -0.84  -0.34
C19 -0.72 0.66 -2.35  -0.37
C20 3.09 -0.03 -2.62  -0.31
C21 2.56 -4.85 -2.86  -0.78
C22 -4.80 -4.01 -1.11  -0.24
C23 0.55 -4.94 1.67  -0.76
C24 2.18 -6.37 0.40  -0.34
C25 0.85 3.48 2.07  -0.14
C26 0.56 4.80 2.34  -0.73
C27 -0.22 5.50 1.43  -0.29
C28 -4.13 -0.05 -1.88  -0.11
C29 -5.38 -3.33 1.14  -0.30
C30 0.71 0.67 -2.85  0.00
H1 2.98 -5.71 -3.38  0.32
H2 -0.48 -4.74 1.38  0.29
H3 1.43 2.89 2.77  0.40
H4 -5.08 2.65 0.73  0.45
H5 -7.64 -5.54 -0.08  0.40
H6 -7.17 -4.21 1.94  0.40
H7 0.29 1.84 -4.57  0.50
H8 2.30 -7.07 1.20  0.44
H9 -0.49 6.53 1.61  0.45
H10 3.28 -4.04 -2.84  0.23
H11 -5.61 2.99 -1.67  0.45
H12 3.44 -7.02 -1.31  0.46
H13 -1.25 5.37 -0.46  0.41
H14 -1.44 3.37 -1.73  0.31
H15 -1.87 1.31 -0.84  -0.27
H16 1.66 -4.52 -3.37  0.35
H17 0.92 5.27 3.24  0.40
H18 -4.14 -3.94 -1.97  0.35
H19 -5.18 -2.75 2.03  0.35
H20 4.42 0.64 -4.14  0.40
H21 -6.13 -5.40 -2.04  0.39
H22 0.57 -5.78 2.35  0.30
H23 -1.36 1.06 -3.14  0.54
H24 -3.96 0.57 1.46  0.43
H25 0.27 2.96 -1.88  0.48
H26 -3.87 -0.81 -2.61  0.44
H27 -1.02 -0.37 -2.16  -0.05
H28 -5.02 1.25 -3.33  0.45
H29 0.97 -4.06 2.15  0.32

The energy above the lowest of the compared OMol25 structures with the same formula, charge and spin comes out at 0.745 eV. As for the LUMO energy (spin up / spin down): -7.59 / -7.48 eV. The value obtained for the HOMO energy (spin up / spin down) is -12.7 / -12.7 eV. As for the multiplicity: 1. As for the maximum force: 0.404 eV Å⁻¹. The net charge is +2.

=====

[3]
The following is a quantum chemistry calculation of a molecular structure, C30H30AsBaF6N2O5P2 in a non-equilibrium geometry, from the OMol25 dataset.

Last column: Mulliken charge in e.
CARTESIAN COORDINATES (ANGSTROEM)
Ba1 0.51 0.39 0.07  1.76
As1 4.01 1.27 -0.97  2.18
P1 0.60 -0.45 3.50  0.37
P2 0.17 2.46 2.58  0.08
F1 5.17 1.17 -2.22  -0.46
F2 5.12 1.82 0.21  -0.48
F3 4.23 -0.38 -0.52  -0.44
F4 2.67 0.72 -2.01  -0.52
F5 2.71 1.38 0.30  -0.65
F6 3.58 2.89 -1.39  -0.51
O1 0.36 -1.20 -1.76  -0.60
O2 0.24 -3.18 -2.87  -0.59
O3 -1.99 1.06 -0.05  -0.55
O4 -1.61 -1.03 0.61  -0.68
O5 0.05 1.91 -2.22  -0.36
N1 -2.20 -0.49 -2.60  0.24
N2 0.13 1.24 3.84  -0.29
C1 0.35 -0.30 6.34  -0.10
C2 1.66 3.88 4.53  -0.48
C3 -1.63 -1.58 -3.20  -0.85
C4 2.65 4.76 4.93  -0.52
C5 4.57 0.64 3.55  -0.63
C6 3.45 5.38 3.97  -0.52
C7 -2.67 5.31 2.15  -0.59
C8 -1.30 3.48 2.92  1.10
C9 2.40 -0.34 3.23  0.53
C10 -0.06 -2.09 -2.47  0.41
C11 -0.47 1.29 -3.39  -0.54
C12 0.54 -2.23 7.76  -0.47
C13 4.36 -1.49 2.44  -0.70
C14 2.26 4.23 2.23  -0.25
C15 2.98 -1.42 2.59  -0.42
C16 0.35 -0.87 7.61  -0.62
C17 5.15 -0.46 2.91  -0.49
C18 0.73 -3.03 6.64  -0.63
C19 0.54 -1.09 5.21  0.67
C20 1.45 3.61 3.18  0.90
C21 -2.16 -0.18 -0.12  0.68
C22 -1.59 4.46 1.98  -0.78
C23 -2.96 -0.67 -1.35  -0.89
C24 -2.13 3.36 4.03  -0.48
C25 -3.49 5.18 3.26  -0.52
C26 3.20 0.70 3.72  -0.50
C27 0.72 -2.46 5.37  -0.56
C28 -1.93 0.85 -3.14  -0.75
C29 -3.22 4.20 4.20  -0.76
C30 3.25 5.12 2.63  -0.65
H1 -3.86 -0.06 -1.43  0.32
H2 -2.39 1.57 -2.47  0.32
H3 0.23 0.77 6.23  0.18
H4 0.20 -0.24 8.47  0.41
H5 2.35 -2.21 2.18  0.38
H6 -1.33 -1.40 -4.23  0.43
H7 4.23 6.06 4.28  0.40
H8 -4.33 5.85 3.39  0.38
H9 2.81 4.96 5.98  0.43
H10 1.04 3.38 5.27  0.19
H11 -2.20 -2.49 -3.08  0.41
H12 -0.51 2.03 -4.19  0.50
H13 -2.87 6.08 1.41  0.40
H14 -3.85 4.09 5.07  0.41
H15 -0.83 1.18 4.19  0.16
H16 -3.21 -1.72 -1.27  0.42
H17 0.87 -4.09 6.75  0.39
H18 -0.97 4.56 1.09  0.32
H19 -2.45 0.88 -4.11  0.42
H20 0.85 -3.10 4.51  0.35
H21 2.14 4.00 1.18  0.27
H22 0.16 0.46 -3.71  0.39
H23 0.54 -2.67 8.75  0.37
H24 5.20 1.45 3.90  0.43
H25 0.96 2.22 -2.39  0.23
H26 4.81 -2.33 1.93  0.42
H27 6.22 -0.49 2.78  0.38
H28 -1.93 2.62 4.80  0.33
H29 3.88 5.59 1.88  0.44
H30 2.75 1.54 4.23  0.43

The energy above the lowest of the compared OMol25 structures with the same formula, charge and spin comes out at 1.507 eV. As for the LUMO energy (spin up / spin down): 0.16 / -2.38 eV. The value obtained for the HOMO energy (spin up / spin down) is -8.2 / -8.2 eV. As for the multiplicity: 2. As for the expectation value of S²: 0.757. As for the maximum force: 1.211 eV Å⁻¹. The net charge is 0.

=====

[4]
The following is a quantum chemistry calculation of 8 unconnected molecules or ions with the total composition C30H30B3N3O26 in a non-equilibrium geometry, from the OMol25 dataset.

Last column: Mulliken charge in e.
CARTESIAN COORDINATES (ANGSTROEM)
O1 -3.26 -4.68 -7.62  -0.60
O2 1.91 -3.55 5.38  -0.52
O3 3.15 3.84 3.68  -0.50
O4 -2.41 -4.18 -3.26  -0.65
O5 -3.50 1.97 -1.91  -0.50
O6 2.06 -4.13 7.55  -0.62
O7 -2.26 -3.99 -5.72  -0.56
O8 4.27 2.19 7.62  -0.60
O9 2.40 -1.30 -1.98  -0.20
O10 1.71 3.48 5.69  -0.49
O11 3.54 -3.82 1.26  -0.67
O12 1.91 -1.88 3.63  -0.46
O13 1.74 3.60 7.93  -0.63
O14 -0.63 -1.27 -2.69  -0.76
O15 -2.08 -2.06 -4.22  -0.56
O16 4.48 -2.47 7.41  -0.64
O17 1.59 -1.61 1.43  -0.54
O18 3.73 -2.11 5.34  -0.47
O19 1.51 1.54 1.68  -0.38
O20 3.50 -3.62 3.47  -0.54
O21 -5.71 -3.98 -6.11  -0.62
O22 3.68 2.23 5.44  -0.50
O23 -4.18 -3.29 -4.60  -0.47
O24 1.85 1.88 3.89  -0.71
O25 3.20 3.96 1.47  -0.55
O26 -1.27 -3.74 -1.37  -0.63
N1 -1.84 -0.41 1.13  -0.42
N2 0.40 -0.04 -0.45  1.02
N3 0.56 2.80 -1.06  -0.12
C1 3.75 0.20 -3.18  -0.56
C2 1.99 2.14 2.61  0.45
C3 2.20 3.23 6.87  0.59
C4 1.97 4.79 -1.14  -1.12
C5 -1.68 -3.44 -2.46  0.60
C6 -4.22 -0.01 -2.93  -0.21
C7 -4.36 -0.50 2.28  -0.33
C8 -0.35 4.94 -1.67  -0.78
C9 3.11 -3.31 2.27  0.50
C10 3.50 2.43 6.73  0.64
C11 -1.34 -2.14 -3.15  0.44
C12 -4.77 1.60 -1.32  -0.10
C13 -2.79 -1.27 0.70  -0.23
C14 2.84 3.40 2.48  0.46
C15 -0.44 3.57 -1.49  -0.14
C16 -3.02 0.91 -2.77  0.46
C17 -3.42 0.38 2.75  -0.73
C18 2.42 -3.48 6.60  0.59
C19 0.88 5.54 -1.53  -0.26
C20 -4.04 -1.39 1.29  -0.59
C21 4.57 -0.38 -2.02  -0.54
C22 2.07 -2.19 2.37  0.45
C23 -5.41 0.78 -2.41  -0.63
C24 3.69 -2.65 6.51  0.63
C25 3.72 -1.63 -1.63  -0.34
C26 -3.30 -4.25 -6.50  0.60
C27 1.76 3.43 -0.91  -0.45
C28 -4.58 -3.82 -5.74  0.56
C29 -2.13 0.35 2.19  -0.54
C30 2.48 -0.63 -3.21  -0.29
B1 2.60 2.90 4.69  1.15
B2 -2.73 -3.40 -4.46  1.27
B3 2.75 -2.80 4.44  1.03
H1 2.98 5.15 -0.99  0.42
H2 -5.36 -0.53 2.69  0.35
H3 4.61 0.25 -1.13  0.16
H4 4.04 -2.47 -2.26  0.29
H5 -1.45 1.13 2.50  0.49
H6 -3.69 1.08 3.54  0.45
H7 2.56 -1.39 -4.00  0.31
H8 -4.63 1.09 -0.36  -0.12
H9 1.18 -0.55 -0.02  0.75
H10 -5.25 2.56 -1.12  0.33
H11 1.58 -0.08 -3.50  0.26
H12 4.33 0.02 -4.08  0.31
H13 -6.10 0.08 -1.94  0.34
H14 0.10 -0.36 -1.39  0.52
H15 -4.43 -0.32 -3.95  0.36
H16 3.54 1.26 -3.07  0.17
H17 5.60 -0.65 -2.26  0.42
H18 -2.17 0.49 -2.25  -0.50
H19 -4.73 -2.06 0.78  0.47
H20 -1.19 5.53 -2.01  0.45
H21 -4.18 -0.93 -2.34  0.00
H22 0.98 6.58 -1.82  0.35
H23 -0.44 -0.18 0.16  0.30
H24 -2.75 1.38 -3.72  0.34
H25 0.53 0.99 -0.49  0.50
H26 -1.34 3.04 -1.78  0.32
H27 2.56 2.80 -0.56  0.73
H28 -2.56 -1.96 -0.10  0.21
H29 3.79 -1.97 -0.60  0.04
H30 -5.91 1.33 -3.20  0.28

The energy above the lowest of the compared OMol25 structures with the same formula, charge and spin comes out at 0.507 eV. As for the LUMO energy: 3.51 eV. The value obtained for the HOMO energy is -5.6 eV. As for the multiplicity: 1. As for the maximum force: 2.008 eV Å⁻¹. The net charge is -2.

=====

Q: Look up the net charge of the third one.
A: 0

=====

Q: Which value of multiplicity does entry 4 give?
A: 1

=====

Q: The highest net charge belongs to which entry?
A: C30H29I2N4OSeTeTl

=====

Copy entry 2 word for word.
The following is a quantum chemistry calculation of a molecular structure, C30H29I2N4OSeTeTl, from the OMol25 dataset.

Last column: Mulliken charge in e.
CARTESIAN COORDINATES (ANGSTROEM)
Tl1 0.17 0.27 1.08  0.90
I1 2.85 2.33 -6.18  0.26
I2 4.53 -1.11 -1.60  0.13
Te1 -2.86 -2.01 0.11  0.30
Se1 0.40 -3.05 -1.06  0.17
O1 1.46 -0.64 -1.04  -0.65
N1 1.34 -5.29 0.48  0.21
N2 -0.89 1.41 -1.09  0.21
N3 0.44 2.85 0.96  -0.22
N4 2.22 -5.26 -1.49  0.23
C1 2.39 1.32 -4.46  -0.31
C2 -4.77 1.11 -2.28  -0.61
C3 -0.28 3.53 0.07  0.50
C4 -5.10 2.09 -1.35  -0.50
C5 1.05 1.32 -4.00  -0.15
C6 1.36 -4.61 -0.68  -0.24
C7 -6.77 -4.90 -0.05  -0.48
C8 -3.83 -0.24 -0.53  -0.23
C9 3.41 0.64 -3.77  -0.29
C10 -4.17 0.73 0.41  -0.22
C11 -6.50 -4.16 1.09  -0.58
C12 -4.80 1.90 -0.01  -0.66
C13 1.74 -0.03 -2.10  0.39
C14 -0.61 2.85 -1.24  -0.60
C15 -4.54 -3.26 0.04  0.20
C16 -5.92 -4.83 -1.15  -0.59
C17 -0.64 4.86 0.28  -0.83
C18 2.73 -6.35 -0.84  -0.34
C19 -0.72 0.66 -2.35  -0.37
C20 3.09 -0.03 -2.62  -0.31
C21 2.56 -4.85 -2.86  -0.78
C22 -4.80 -4.01 -1.11  -0.24
C23 0.55 -4.94 1.67  -0.76
C24 2.18 -6.37 0.40  -0.34
C25 0.85 3.48 2.07  -0.14
C26 0.56 4.80 2.34  -0.73
C27 -0.22 5.50 1.43  -0.29
C28 -4.13 -0.05 -1.88  -0.11
C29 -5.38 -3.33 1.14  -0.30
C30 0.71 0.67 -2.85  0.00
H1 2.98 -5.71 -3.38  0.32
H2 -0.48 -4.74 1.38  0.29
H3 1.43 2.89 2.77  0.40
H4 -5.08 2.65 0.73  0.45
H5 -7.64 -5.54 -0.08  0.40
H6 -7.17 -4.21 1.94  0.40
H7 0.29 1.84 -4.57  0.50
H8 2.30 -7.07 1.20  0.44
H9 -0.49 6.53 1.61  0.45
H10 3.28 -4.04 -2.84  0.23
H11 -5.61 2.99 -1.67  0.45
H12 3.44 -7.02 -1.31  0.46
H13 -1.25 5.37 -0.46  0.41
H14 -1.44 3.37 -1.73  0.31
H15 -1.87 1.31 -0.84  -0.27
H16 1.66 -4.52 -3.37  0.35
H17 0.92 5.27 3.24  0.40
H18 -4.14 -3.94 -1.97  0.35
H19 -5.18 -2.75 2.03  0.35
H20 4.42 0.64 -4.14  0.40
H21 -6.13 -5.40 -2.04  0.39
H22 0.57 -5.78 2.35  0.30
H23 -1.36 1.06 -3.14  0.54
H24 -3.96 0.57 1.46  0.43
H25 0.27 2.96 -1.88  0.48
H26 -3.87 -0.81 -2.61  0.44
H27 -1.02 -0.37 -2.16  -0.05
H28 -5.02 1.25 -3.33  0.45
H29 0.97 -4.06 2.15  0.32

The energy above the lowest of the compared OMol25 structures with the same formula, charge and spin comes out at 0.745 eV. As for the LUMO energy (spin up / spin down): -7.59 / -7.48 eV. The value obtained for the HOMO energy (spin up / spin down) is -12.7 / -12.7 eV. As for the multiplicity: 1. As for the maximum force: 0.404 eV Å⁻¹. The net charge is +2.